Entry from the Open Molecules 2025 dataset: a cluster of 12 separate species, BH26O11 in total at a distorted geometry (ωB97M-V with the def2-TZVPD basis set).

Geometry (Å):
B1 -0.0453 0.7322 -0.3413
H1 -0.4923 -0.0505 0.5389
H2 0.4377 0.0294 -1.1658
H3 -1.0190 1.5610 -0.5497
H4 0.8671 1.3138 0.1202
O1 0.9141 -0.3908 -4.8637
H5 0.4366 -0.8876 -5.5146
H6 0.4015 -0.6449 -4.0660
O2 1.4170 -2.6594 -1.2131
H7 1.3627 -1.7931 -1.5879
H8 2.3852 -2.7875 -1.2627
O3 2.1045 -1.2702 2.2795
H9 2.7633 -0.9051 2.7085
H10 2.3946 -0.8962 1.3789
O4 -4.1169 -0.9493 -0.4462
H11 -3.3374 -0.7713 -0.0465
H12 -4.1073 -0.5719 -1.3563
O5 0.3607 4.2888 0.4829
H13 0.2528 3.4035 0.2257
H14 1.2554 4.6694 0.1091
O6 -0.4114 2.2210 2.7094
H15 -0.4222 1.8253 1.7665
H16 -0.5934 3.0957 2.4546
O7 -1.5276 2.1457 -3.5925
H17 -1.1026 1.9564 -2.7914
H18 -1.8591 2.9283 -3.4006
O8 3.9501 0.6491 -0.8126
H19 4.3894 1.1173 -0.1859
H20 3.0185 0.8484 -0.7470
O9 -0.5223 -0.9581 3.7968
H21 -0.8570 -0.0186 3.8559
H22 -0.0855 -0.9469 3.0087
O10 -0.6004 -3.4641 0.7881
H23 -0.2488 -3.9598 1.5644
H24 0.0581 -2.9365 0.3707
O11 -2.8460 -2.2237 1.9056
H25 -1.8770 -2.3979 1.3705
H26 -2.6976 -1.3019 2.5086

- HOMO level: -6.48 eV
- Total charge: -1

Entry from the Open Molecules 2025 dataset: the molecule BH2NO5 at a distorted geometry (ωB97M-V with the def2-TZVPD basis set).

Geometry (Å):
B1 -0.6783 0.1108 -0.2147
N1 1.6030 -0.1286 0.0940
O1 2.7171 0.0376 -0.2864
O2 0.6402 -0.2657 -0.8937
O3 -0.8686 1.2934 0.4372
O4 -1.5788 -0.8622 -0.3690
O5 1.0968 -0.1597 1.1815
H1 -1.5456 1.6767 0.8698
H2 -1.3860 -1.7022 -0.8187

- HOMO level: -11.55 eV
- SMILES: O=[N+]([O-])OB(O)O

Entry from the Open Molecules 2025 dataset: the molecule BH3O2 at a distorted geometry (ωB97M-V with the def2-TZVPD basis set).

Geometry (Å):
B1 -0.1143 0.1322 0.0639
O1 -0.4015 0.5697 -1.1421
O2 1.1994 0.0145 0.4717
H1 -0.8450 -0.2605 0.8756
H2 -1.2323 0.1952 -1.4786
H3 1.3936 -0.6512 1.2095

- HOMO level: -11.18 eV
- SMILES: OBO

Entry from the Open Molecules 2025 dataset: a cluster of 2 separate species, BH3OS in total at a distorted geometry (ωB97M-V with the def2-TZVPD basis set).

Geometry (Å):
B1 0.6127 -1.7100 -0.6873
O1 0.8530 -0.6484 -0.2181
S1 -0.3800 2.2698 0.6578
H1 0.2840 -2.7454 -1.0532
H2 -1.5582 1.7314 0.9281
H3 0.1885 1.1025 0.3727

- HOMO level (spin up / spin down): -3.66 / -12.84 eV
- <S²>: 2.00
- Multiplicity: 3

Entry from the Open Molecules 2025 dataset: a structure of composition BH4Sn at a distorted geometry (ωB97M-V with the def2-TZVPD basis set).

Geometry (Å):
Sn1 -1.5715 -1.1800 1.4704
B1 0.3481 0.2658 -0.2986
H1 -0.6548 0.1007 -0.8226
H2 0.2005 0.9991 0.5547
H3 0.5718 -0.7642 0.1648
H4 1.1060 0.5784 -1.0687

- HOMO level: -15.36 eV
- Total charge: +1

Entry from the Open Molecules 2025 dataset: the molecule BH7NOPSSi (ωB97M-V with the def2-TZVPD basis set).

Geometry (Å):
N1 2.5766 -0.1381 0.0290
B1 1.2375 0.3463 0.0111
O1 1.0019 1.6972 -0.0071
Si1 -0.3189 -0.9729 -0.2081
P1 -2.2292 0.2047 0.0991
S1 -2.5999 0.3812 2.0143
H1 2.6754 -1.1198 0.2485
H2 3.2500 0.1151 -0.6809
H3 0.2891 1.9945 0.5620
H4 -0.3554 -2.0801 0.7687
H5 -0.2753 -1.5462 -1.5776
H6 -3.2661 -0.3109 -0.7019
H7 -1.9855 1.4289 -0.5570

- HOMO level: -8.50 eV
- SMILES: NB(O)[SiH2][PH2]=S

Entry from the Open Molecules 2025 dataset: a structure of composition BaH20O10 at a distorted geometry (ωB97M-V with the def2-TZVPD basis set).

Geometry (Å):
Ba1 -3.4975 -10.2368 -18.1114
O1 -4.7005 -10.0438 -15.6223
H1 -5.3942 -9.4094 -15.4055
H2 -5.2194 -10.8061 -15.4020
O2 -5.7756 -11.7502 -17.9474
H3 -6.4824 -11.5536 -17.3164
H4 -6.0639 -12.4286 -18.5843
O3 -3.1062 -12.7706 -19.2522
H5 -3.5011 -13.4225 -19.7317
H6 -2.4703 -13.2709 -18.7890
O4 -5.5649 -9.6120 -20.0758
H7 -5.4291 -9.2022 -20.9623
H8 -6.3204 -10.2156 -20.1832
O5 -0.9509 -10.9621 -18.4605
H9 -0.3752 -11.4470 -17.9146
H10 -0.8731 -11.5243 -19.2595
O6 -2.6955 -12.2890 -16.1585
H11 -3.4314 -12.8906 -16.2925
H12 -2.7444 -12.2903 -15.1376
O7 -2.5542 -9.5714 -20.8216
H13 -1.6077 -9.3766 -20.9353
H14 -2.6840 -10.3209 -21.3746
O8 -2.0988 -7.7466 -18.7648
H15 -2.3824 -6.8722 -18.5280
H16 -2.0209 -7.7522 -19.7059
O9 -1.8647 -9.1256 -16.0561
H17 -2.4066 -8.3993 -15.8029
H18 -0.9442 -8.9288 -15.9175
O10 -4.9507 -7.8314 -17.5331
H19 -4.5898 -7.5262 -16.6665
H20 -5.8857 -7.6985 -17.3587

- HOMO level: -18.02 eV
- Total charge: +2

Entry from the Open Molecules 2025 dataset: a structure of composition BaH6NO2PSi at a distorted geometry (ωB97M-V with the def2-TZVPD basis set).

Geometry (Å):
N1 -1.5279 0.5682 0.9220
Si1 -0.7409 -0.1291 -0.4001
O1 -0.2569 -1.7681 0.2364
P1 1.4029 0.8608 -0.8529
O2 1.9123 0.0125 -1.9860
H1 -1.8299 1.5412 0.9022
H2 -2.3193 0.1093 1.3752
H3 -1.3319 -0.4678 -1.6930
H4 -0.3904 -1.8598 1.1947
H5 1.0776 2.2366 -0.8752
H6 2.3165 0.8179 0.2466
Ba1 1.6879 -1.9217 0.9302

- HOMO level: -17.64 eV
- Total charge: +2